Entry 1:
A 6-piece molecular cluster, C32H40I2N5P overall at a distorted geometry. Source: the OMol25 dataset; level of theory: ωB97M-V/def2-TZVPD.

The geometry in XYZ format:
```
80
Properties=species:S:1:pos:R:3
C -1.5333 1.2137 5.1875
C -2.4107 1.3322 3.8908
C -2.6200 -0.0155 3.1442
C -1.5229 -0.4404 2.0981
P -0.1099 0.7737 1.8193
C 1.2498 2.1615 1.6347
I 0.6590 3.8715 0.4629
C 2.4437 2.0839 2.1708
C 3.5186 3.1691 2.0852
I 3.0698 0.3515 3.2802
H -1.9707 1.8129 5.9983
H -0.5362 1.6231 4.9525
H -1.4365 0.1688 5.5125
H -2.0895 2.1671 3.2534
H -3.4083 1.6309 4.2618
H -2.6705 -0.8177 3.8979
H -3.5941 0.0165 2.6371
H -2.0409 -0.6000 1.1318
H -1.1151 -1.4270 2.3865
H 0.2369 0.7064 3.1936
H -1.0591 1.7495 1.3695
H 0.5295 -0.0411 0.8490
H 3.0926 4.1486 1.8466
H 3.9443 3.2632 3.1010
H 4.3373 2.8744 1.4149
C 0.0560 2.8612 -3.1738
C -0.2513 2.8966 -4.5266
C -0.2019 1.7116 -5.2398
N 0.1276 0.5336 -4.7016
C 0.4209 0.5229 -3.4011
C 0.3985 1.6526 -2.5963
H 0.0282 3.7660 -2.5795
H -0.5242 3.8224 -5.0154
H -0.4381 1.6875 -6.2984
H 0.6867 -0.4447 -2.9938
H 0.6449 1.5830 -1.5465
C 5.7979 -0.2359 -1.5612
C 4.9323 0.3268 -0.6373
C 3.6265 0.5754 -1.0297
N 3.1532 0.3070 -2.2486
C 4.0031 -0.2326 -3.1228
C 5.3272 -0.5239 -2.8319
H 6.8261 -0.4472 -1.2944
H 5.2615 0.5671 0.3655
H 2.9117 1.0129 -0.3383
H 3.5899 -0.4374 -4.1057
H 5.9714 -0.9640 -3.5811
C 3.3935 -0.2430 8.7710
C 3.0829 -0.1666 7.4233
C 3.1245 -1.3321 6.6749
N 3.4497 -2.5250 7.1738
C 3.7468 -2.5765 8.4726
C 3.7325 -1.4725 9.3115
H 3.3718 0.6442 9.3920
H 2.8139 0.7745 6.9619
H 2.8855 -1.3197 5.6165
H 4.0095 -3.5589 8.8502
H 3.9810 -1.5740 10.3594
C -3.6287 -0.0393 -5.1202
C -4.8434 -0.2577 -5.7456
C -5.8552 0.6700 -5.5545
N -5.7267 1.7624 -4.7980
C -4.5472 1.9516 -4.2032
C -3.4709 1.0868 -4.3322
H -2.8121 -0.7407 -5.2457
H -5.0029 -1.1279 -6.3678
H -6.8239 0.5430 -6.0262
H -4.4727 2.8461 -3.5934
H -2.5350 1.2897 -3.8282
C -2.3059 -5.0352 -4.0783
C -3.5231 -5.2512 -4.7007
C -4.5339 -4.3226 -4.5049
N -4.4071 -3.2312 -3.7486
C -3.2242 -3.0437 -3.1560
C -2.1489 -3.9087 -3.2886
H -1.4899 -5.7359 -4.2062
H -3.6867 -6.1196 -5.3247
H -5.5035 -4.4496 -4.9752
H -3.1486 -2.1499 -2.5453
H -1.2133 -3.7041 -2.7855
```

As for the gap between HOMO and LUMO: 8.400 eV. Its SMILES is CCCC[PH3]/C(I)=C(/C)I.c1ccncc1.c1ccncc1.c1ccncc1.c1ccncc1.c1ccncc1.

And the Mulliken charges, in e, turn out to be: -0.92 -0.55 -0.60 -0.81 0.74 -0.65 0.05 0.33 -1.20 0.13 0.36 0.16 0.26 0.34 0.40 0.25 0.32 0.23 0.49 -0.34 -0.04 0.05 0.44 0.36 0.20 0.03 -0.49 -0.47 -0.48 -0.77 0.92 0.13 0.42 0.35 0.56 -0.24 -0.40 -0.55 0.22 -0.03 -0.18 -0.63 0.38 0.33 0.20 0.40 0.37 -0.38 -0.19 -0.15 -0.53 -0.25 -0.29 0.37 0.31 0.32 0.36 0.36 -0.26 -0.45 -0.23 -0.58 -0.41 -0.03 0.57 0.36 0.34 0.37 0.30 -0.24 -0.36 -0.23 -0.45 -0.33 -0.44 0.37 0.37 0.36 0.59 0.37



Entry 2:
A 8-piece molecular cluster, C32H40N8 overall at a distorted geometry. Source: the OMol25 dataset; level of theory: ωB97M-V/def2-TZVPD.

The geometry in XYZ format:
```
80
Properties=species:S:1:pos:R:3
C -3.1506 4.4685 -4.0613
C -4.1068 3.7887 -3.2986
C -3.5425 2.6290 -2.8386
N -2.2514 2.5951 -3.3019
C -2.0211 3.6782 -4.1015
H -3.2322 5.4211 -4.5599
H -5.1018 4.1468 -3.0846
H -3.9313 1.8347 -2.2257
H -1.6100 1.8271 -3.1917
H -1.0997 3.8958 -4.6146
C -1.5071 -4.9723 0.2106
C -2.1970 -4.7090 -0.9887
C -1.3876 -5.0829 -2.0314
N -0.2328 -5.5842 -1.4822
C -0.3077 -5.5869 -0.0989
H -1.9315 -4.8846 1.1989
H -3.2348 -4.4277 -1.0841
H -1.4740 -4.8519 -3.0791
H 0.6019 -5.8374 -1.9860
H 0.4680 -5.9973 0.5192
C -2.7633 -0.2238 4.0081
C -1.9105 -0.4048 2.8756
C -1.2038 0.7617 2.6995
N -1.5449 1.6001 3.7266
C -2.4709 1.0072 4.5304
H -3.4859 -0.8942 4.4413
H -1.8599 -1.3396 2.3413
H -0.5256 1.1579 1.9611
H -1.1346 2.5045 3.8674
H -2.7572 1.5543 5.4151
C 3.0028 -4.0537 -2.6315
C 3.0221 -4.1677 -1.2220
C 2.9860 -5.4938 -0.9071
N 2.9545 -6.2016 -2.0801
C 2.9264 -5.3338 -3.1458
H 3.0371 -3.1306 -3.1860
H 3.0716 -3.2827 -0.6077
H 3.0975 -6.0103 0.0319
H 2.9827 -7.1979 -2.1865
H 2.8708 -5.8247 -4.1054
C -1.1392 4.9157 1.9559
C -1.5864 4.3321 0.7264
C -1.1771 5.1630 -0.2960
N -0.5679 6.2437 0.2731
C -0.4332 6.0256 1.6128
H -1.4105 4.4295 2.8775
H -2.1502 3.4130 0.7114
H -1.4249 5.0879 -1.3423
H -0.2222 7.0173 -0.2605
H 0.0661 6.7737 2.2108
C -0.5788 0.6648 -1.2158
C 0.2427 0.0084 -2.1724
C -0.0838 -1.3332 -2.1647
N -1.1802 -1.4741 -1.3616
C -1.4980 -0.2837 -0.7894
H -0.5580 1.7069 -0.9414
H 1.1133 0.4155 -2.6640
H 0.3883 -2.2241 -2.5458
H -1.6030 -2.3730 -1.1710
H -2.2545 -0.1307 -0.0370
C 1.7655 2.7838 1.4746
C 2.2488 2.1474 2.6297
C 3.2595 2.9299 3.1443
N 3.4030 4.0127 2.3169
C 2.4626 3.9656 1.3305
H 1.0159 2.4254 0.7894
H 1.8307 1.2247 2.9989
H 3.9384 2.7489 3.9597
H 4.0141 4.7990 2.4273
H 2.4343 4.6494 0.4986
C 2.1641 -2.7387 1.9362
C 3.1374 -1.7264 1.8812
C 2.6306 -0.7694 1.0316
N 1.4156 -1.1831 0.5843
C 1.1098 -2.3949 1.1309
H 2.2047 -3.6047 2.5822
H 4.0574 -1.6921 2.4390
H 2.9686 0.2263 0.7944
H 0.8066 -0.7060 -0.0764
H 0.1454 -2.8531 0.9949
```

The relative energy (zero: lowest compared OMol25 entry of this formula, charge and spin) is 18.5 kcal per mole. As for the gap between HOMO and LUMO: 8.386 eV. Its SMILES is c1cc[nH]c1.c1cc[nH]c1.c1cc[nH]c1.c1cc[nH]c1.c1cc[nH]c1.c1cc[nH]c1.c1cc[nH]c1.c1cc[nH]c1.

And the Mulliken charges, in e, turn out to be: -0.35 -0.60 -0.33 0.15 -0.67 0.42 0.39 0.39 0.28 0.36 -0.17 -0.86 -0.42 0.11 -0.60 0.51 0.50 0.42 0.26 0.38 -1.10 0.11 -0.87 0.13 -0.44 0.41 0.63 0.45 0.30 0.44 -0.79 0.85 -1.59 0.03 -0.58 0.51 0.51 0.50 0.16 0.40 -0.53 -0.05 -0.70 0.05 -0.86 0.50 0.61 0.39 0.19 0.41 -1.22 -0.69 -0.51 0.31 -0.73 0.95 0.41 0.40 0.05 0.62 0.62 -0.67 -0.85 0.04 -1.32 0.53 0.59 0.44 0.20 0.43 -0.79 -0.88 -0.88 0.46 -0.20 0.47 0.46 0.67 0.63 0.20



Entry 3:
C32H41GeInO5PS3 as an isolated structure at a distorted geometry. Source: the OMol25 dataset; level of theory: ωB97M-V/def2-TZVPD.

The geometry in XYZ format:
```
84
Properties=species:S:1:pos:R:3
In -1.0046 -1.1430 0.7358
C 0.3759 -5.1620 1.3755
C -1.0764 -4.9909 0.9276
C -1.4118 -6.0769 -0.0519
C -2.0611 -5.0850 2.1636
O -1.1661 -3.7113 0.2889
Ge -2.6285 -3.1605 -0.7658
O -3.0773 -1.9608 0.6610
C -4.2936 -1.2839 0.8613
C -4.1562 -0.3723 2.1572
C -5.2891 -2.3742 1.1753
C -4.7048 -0.5216 -0.3557
O -1.3644 -1.6950 -1.1766
C -0.3533 -1.7713 -2.2041
C -0.5251 -0.5128 -3.0564
C 1.0992 -1.6994 -1.6625
C -0.5358 -3.0717 -2.9251
H 0.4734 -6.1290 1.8008
H 1.0463 -5.1576 0.5070
H 0.6928 -4.3425 2.0315
H -1.1041 -7.0217 0.3766
H -2.4580 -6.1455 -0.4146
H -0.8220 -5.8893 -0.9350
H -2.3480 -6.1700 2.4410
H -1.6094 -4.5376 2.9899
H -3.0223 -4.7004 1.9334
H -3.9205 -0.9524 2.9932
H -3.4387 0.4485 2.0157
H -5.1073 0.1603 2.2603
H -5.0050 -3.0054 2.0365
H -6.2739 -2.0111 1.2787
H -5.2734 -3.0671 0.3988
H -4.0130 0.1863 -0.7714
H -4.8754 -1.1886 -1.2295
H -5.5881 0.0421 -0.1486
H -0.6981 0.3486 -2.4190
H 0.3460 -0.3120 -3.6433
H -1.3457 -0.6032 -3.7231
H 1.2684 -0.7412 -1.1878
H 1.2506 -2.4982 -1.0001
H 1.8429 -1.7967 -2.5171
H -1.5869 -3.2871 -3.2588
H 0.0625 -3.1042 -3.7864
H -0.3097 -3.8685 -2.1885
O -1.4795 0.8816 0.7463
C -0.4389 1.4565 0.2116
O 0.4883 0.7901 -0.2791
C -0.3737 2.9668 0.1077
C -1.2530 3.6989 0.7984
C -1.2352 5.0731 0.9683
C -0.2235 5.7298 0.2661
C 0.7118 5.0086 -0.4532
C 0.7588 3.6239 -0.5004
P 2.1802 2.6554 -1.3715
C 3.2322 4.1002 -1.7755
C 3.1299 4.4317 -3.1340
C 3.9303 5.4065 -3.7232
C 4.7833 6.1089 -2.8538
C 4.8656 5.8236 -1.5134
C 4.0461 4.8471 -0.9140
C 3.0476 2.0766 0.1046
C 3.7242 0.8557 0.0857
C 4.2838 0.2798 1.2619
C 4.2716 0.9858 2.3961
C 3.5318 2.2082 2.5299
C 2.9588 2.7306 1.4038
H -2.0550 3.1607 1.3122
H -1.9566 5.5053 1.6586
H -0.1443 6.7975 0.3293
H 1.5002 5.6122 -0.8338
H 2.4480 3.9268 -3.8201
H 3.8699 5.5936 -4.7828
H 5.4088 6.9009 -3.2670
H 5.5760 6.3546 -0.8765
H 4.1364 4.6200 0.1371
H 3.9013 0.2675 -0.7722
H 4.8038 -0.7025 1.0981
H 4.7488 0.5970 3.2994
H 3.4803 2.6952 3.5237
H 2.2391 3.5485 1.5065
S 0.9168 -1.2424 4.7483
C 0.3588 -1.6782 3.2563
S -1.3365 -1.7733 3.3688
S 1.1530 -1.9868 1.7628
```

The relative energy (zero: lowest compared OMol25 entry of this formula, charge and spin) is 9.1 kcal per mole. As for the gap between HOMO and LUMO (spin up / spin down): 7.978 / 5.997 eV. As for the spin multiplicity: 2.

And the Mulliken charges, in e, turn out to be: 1.37 -1.43 1.04 -1.84 -1.15 0.60 -0.96 0.32 1.63 -1.59 -1.90 -1.80 0.13 2.50 -1.88 -1.45 -2.26 0.54 0.30 0.09 0.52 0.33 0.38 0.35 0.23 0.17 0.37 0.19 0.49 0.29 0.50 0.50 0.24 0.32 0.57 0.25 0.39 0.47 0.09 0.15 0.53 0.35 0.60 0.37 -0.68 0.62 0.01 -0.19 -0.23 -0.92 -0.80 -0.35 0.36 -0.31 0.24 -0.37 -0.83 -0.36 -0.77 0.13 0.74 -0.52 -0.61 -0.51 -0.80 0.02 0.33 0.43 0.44 0.32 0.31 0.43 0.35 0.38 0.43 0.37 0.34 0.37 0.38 0.36 -0.07 0.71 -0.28 -0.35